{"formula": "C5H9NO", "method": "ωB97M-V/def2-TZVPD", "orbital_gap_ev": 10.4, "charge": 0, "fmax_ev_per_a": 0.5, "spin_multiplicity": 1, "lumo_ev": 0.5747, "elements": ["C", "C", "C", "C", "O", "C", "N", "H", "H", "H", "H", "H", "H", "H", "H", "H"], "positions_angstrom": [[2.12, -0.88, -0.22], [-1.17, 0.09, -0.22], [-1.59, -0.36, -1.38], [-1.07, -0.36, 1.22], [-0.41, 0.90, 1.55], [-0.51, 1.34, 0.24], [-0.14, 2.41, -0.30], [1.84, -0.36, 0.69], [2.85, -1.66, 0.01], [2.57, -0.16, -0.92], [-1.50, 0.25, -2.27], [1.24, -1.32, -0.69], [-2.03, -1.35, -1.49], [-0.41, -1.21, 1.42], [-2.01, -0.46, 1.77], [0.31, 3.03, 0.39]]}



{"formula": "C3H6N2OS", "method": "ωB97M-V/def2-TZVPD", "smiles": "NNC(=O)[C@@H]1CS1", "orbital_gap_ev": 9.4, "charge": 0, "fmax_ev_per_a": 6.6, "spin_multiplicity": 1, "lumo_ev": 0.5537, "elements": ["N", "N", "C", "O", "C", "C", "S", "H", "H", "H", "H", "H", "H"], "positions_angstrom": [[1.53, 1.93, -0.76], [1.81, 0.67, 0.03], [0.80, -0.08, 0.54], [0.98, -0.97, 1.41], [-0.55, 0.20, 0.10], [-1.71, -0.41, 0.66], [-1.53, -0.91, -0.97], [1.79, 2.89, -0.18], [2.23, 1.95, -1.59], [2.73, 0.66, 0.54], [-0.80, 1.32, 0.18], [-1.41, -1.16, 1.46], [-2.53, 0.12, 1.14]]}



{"formula": "C7H14", "method": "ωB97M-V/def2-TZVPD", "orbital_gap_ev": 8.6, "charge": 0, "fmax_ev_per_a": 0.3, "spin_multiplicity": 1, "lumo_ev": 0.6800, "elements": ["C", "C", "C", "C", "C", "C", "C", "H", "H", "H", "H", "H", "H", "H", "H", "H", "H", "H", "H", "H", "H"], "positions_angstrom": [[-1.39, -1.02, -0.48], [-0.50, 0.19, -0.81], [-0.86, 1.55, -0.32], [-1.61, 1.57, 0.96], [0.97, 0.16, -0.25], [1.11, -0.33, 1.20], [1.91, -0.64, -1.16], [-1.06, -1.91, -1.03], [-2.42, -0.81, -0.80], [-1.42, -1.27, 0.58], [-0.39, 0.24, -1.90], [1.32, 1.20, -0.28], [-2.59, 1.91, 0.59], [-1.28, 2.38, 1.62], [-1.77, 0.65, 1.53], [2.15, -0.18, 1.52], [0.89, -1.40, 1.29], [0.47, 0.22, 1.90], [1.80, -0.34, -2.21], [2.95, -0.46, -0.87], [1.72, -1.72, -1.09]]}



{"formula": "C22H52I2N6O7P2S2", "method": "ωB97M-V/def2-TZVPD", "orbital_gap_ev": 7.4, "charge": 0, "fmax_ev_per_a": 7.2, "spin_multiplicity": 1, "lumo_ev": -0.6458, "elements": ["C", "C", "I", "C", "I", "C", "O", "C", "O", "C", "C", "S", "C", "C", "C", "S", "O", "O", "O", "H", "H", "H", "H", "H", "H", "H", "H", "H", "H", "H", "H", "H", "H", "H", "H", "O", "P", "N", "C", "C", "N", "C", "C", "N", "C", "C", "H", "H", "H", "H", "H", "H", "H", "H", "H", "H", "H", "H", "H", "H", "H", "H", "H", "H", "O", "P", "N", "C", "C", "N", "C", "C", "N", "C", "C", "H", "H", "H", "H", "H", "H", "H", "H", "H", "H", "H", "H", "H", "H", "H", "H", "H", "H"], "positions_angstrom": [[6.97, 1.88, 4.62], [6.81, 1.90, 3.06], [5.88, 3.85, 2.61], [5.81, 0.79, 2.58], [5.10, 1.29, 0.60], [6.47, -0.61, 2.45], [7.56, -0.76, 3.37], [7.25, -1.64, 4.38], [7.97, -2.01, 5.21], [5.75, -1.99, 4.19], [5.58, -1.87, 2.65], [6.31, -3.44, 1.94], [4.13, -1.88, 2.06], [3.09, -1.01, 2.80], [1.62, -1.39, 2.46], [0.55, -0.45, 3.60], [-0.66, -0.03, 2.98], [1.29, 0.72, 4.02], [0.29, -1.31, 4.95], [8.03, 1.90, 4.92], [6.53, 2.79, 5.06], [6.45, 1.01, 5.05], [7.78, 1.89, 2.54], [5.01, 0.74, 3.33], [6.96, -0.70, 1.47], [5.35, -2.86, 4.71], [5.25, -1.08, 4.56], [5.75, -4.40, 2.73], [3.79, -2.93, 2.15], [4.13, -1.66, 0.98], [3.23, -0.99, 3.89], [3.22, 0.03, 2.46], [1.42, -0.99, 1.45], [1.43, -2.47, 2.53], [0.90, -0.93, 5.60], [1.07, -0.87, -2.04], [-0.05, -1.36, -2.96], [-0.31, -2.88, -2.18], [0.77, -3.84, -2.03], [-1.00, -2.73, -0.91], [0.89, -1.45, -4.39], [1.20, -2.65, -5.13], [2.01, -0.51, -4.50], [-1.49, -1.63, -3.99], [-2.40, -0.48, -3.93], [-2.26, -2.86, -4.04], [0.38, -4.77, -1.62], [1.57, -3.48, -1.37], [1.20, -4.11, -2.99], [-1.90, -2.10, -1.03], [-0.36, -2.25, -0.15], [-1.34, -3.69, -0.52], [2.06, -3.17, -4.71], [1.43, -2.40, -6.17], [0.36, -3.34, -5.17], [2.89, -0.87, -3.94], [1.74, 0.47, -4.10], [2.29, -0.37, -5.54], [-2.93, -0.44, -2.96], [-3.14, -0.52, -4.73], [-1.85, 0.45, -4.05], [-2.89, -3.01, -3.15], [-1.64, -3.74, -4.17], [-2.93, -2.82, -4.91], [-3.90, 2.31, -2.17], [-5.05, 2.18, -1.17], [-5.78, 3.70, -1.54], [-5.01, 4.93, -1.46], [-6.50, 3.67, -2.81], [-4.06, 2.20, 0.23], [-4.03, 3.23, 1.23], [-2.72, 1.61, 0.09], [-6.41, 1.82, -0.05], [-7.02, 0.51, -0.35], [-7.46, 2.75, 0.33], [-5.67, 5.79, -1.63], [-4.19, 4.98, -2.20], [-4.59, 5.08, -0.47], [-7.18, 2.81, -2.84], [-5.81, 3.58, -3.66], [-7.11, 4.56, -2.94], [-3.37, 4.06, 0.94], [-3.65, 2.83, 2.18], [-5.01, 3.64, 1.46], [-2.02, 2.32, -0.37], [-2.76, 0.72, -0.53], [-2.33, 1.32, 1.06], [-7.61, 0.55, -1.27], [-7.66, 0.18, 0.47], [-6.24, -0.25, -0.47], [-8.19, 2.92, -0.48], [-7.07, 3.71, 0.64], [-8.01, 2.35, 1.19]]}